No. 1
Computed, not measured: C28H34GeNO6P3Pd as an isolated structure, with wB97M-V/def2-TZVPD.

```
74
Properties=species:S:1:pos:R:3:lowdin_charge:R:1
Pd 0.7608 -0.1923 0.9818 0.711
N -3.1617 -1.0886 2.1692 0.182
C -2.0781 -2.1453 2.1330 -0.487
C -2.6350 -3.4448 2.6982 -0.070
P -0.6408 -1.4758 3.0561 0.289
O -1.1779 -1.4607 4.5645 -0.108
O -0.5942 -0.0166 2.5970 -0.408
O 0.5709 -2.2997 2.8371 -0.296
P -1.7404 -2.3125 0.2942 0.357
O -1.3773 -3.8559 0.1170 -0.101
O -3.0430 -1.9614 -0.3168 -0.273
O -0.4969 -1.5307 -0.0980 -0.419
H -2.7357 -0.1498 2.1372 0.102
H -3.7284 -1.1546 3.0142 0.168
H -3.7249 -1.2126 1.3059 0.123
H -2.9962 -3.3010 3.7187 0.086
H -1.8505 -4.1979 2.7155 0.092
H -3.4494 -3.8252 2.0795 0.096
H -0.6320 -1.9848 5.1641 0.098
H -0.4303 -3.9772 -0.0519 0.053
C 2.1284 5.4645 1.4706 -0.065
C 2.7821 4.2426 1.3956 -0.069
C 2.1135 3.1294 0.9098 -0.122
C 0.7839 3.2236 0.5008 -0.314
C 0.1325 4.4546 0.5902 -0.106
C 0.8056 5.5713 1.0667 -0.064
Ge -0.1957 1.7267 -0.2316 1.041
C -2.0313 1.6891 0.3649 -0.309
C -3.0262 1.1632 -0.4586 -0.100
C -4.3562 1.1930 -0.0558 -0.075
C -4.6971 1.7502 1.1684 -0.078
C -3.7095 2.2711 2.0011 -0.081
C -2.3815 2.2382 1.6030 -0.134
C 0.0341 1.4516 -2.1252 -0.328
C 0.5825 2.4863 -2.8836 -0.111
C 0.7783 2.3218 -4.2480 -0.071
C 0.4329 1.1239 -4.8579 -0.068
C -0.1209 0.0932 -4.1091 -0.071
C -0.3238 0.2521 -2.7451 -0.122
H 2.6493 6.3343 1.8484 0.112
H 3.8117 4.1572 1.7180 0.110
H 2.6349 2.1791 0.8613 0.055
H -0.9046 4.5500 0.2877 0.107
H 0.2947 6.5231 1.1265 0.112
H -2.7740 0.7195 -1.4130 0.101
H -5.1205 0.7799 -0.7006 0.117
H -5.7351 1.7865 1.4744 0.111
H -3.9759 2.7111 2.9536 0.112
H -1.6153 2.6351 2.2580 0.109
H 0.8694 3.4205 -2.4130 0.104
H 1.2017 3.1279 -4.8328 0.111
H 0.5892 0.9959 -5.9212 0.111
H -0.3981 -0.8375 -4.5879 0.112
H -0.7347 -0.5606 -2.1603 0.081
C 3.1180 0.4062 -1.8120 -0.217
P 2.5559 -0.5797 -0.4075 0.840
C 4.0100 -0.6590 0.6829 -0.223
C 2.3230 -2.2719 -0.9901 -0.366
C 2.2589 -2.5943 -2.3394 -0.072
C 2.0084 -3.9047 -2.7297 -0.057
C 1.8264 -4.8915 -1.7756 -0.059
C 1.8936 -4.5728 -0.4213 -0.083
C 2.1304 -3.2672 -0.0269 -0.112
H 2.3897 0.3950 -2.6195 0.024
H 4.0705 0.0093 -2.1661 0.071
H 3.2556 1.4393 -1.4908 0.053
H 4.8581 -1.0820 0.1437 0.065
H 3.7870 -1.2845 1.5472 0.049
H 4.2667 0.3405 1.0354 0.043
H 2.3927 -1.8320 -3.0963 0.099
H 1.9580 -4.1501 -3.7820 0.112
H 1.6356 -5.9117 -2.0812 0.114
H 1.7649 -5.3458 0.3263 0.120
H 2.1334 -3.0242 1.0309 0.087
```

Summary:
- Net charge: +1
- Kohn-Sham gap (alpha / beta): 7.82 / 7.62 eV
- Strongest force on any atom: 0.26 eV Å⁻¹
- ΔE to the lowest compared entry with this formula, charge and spin: 0.0 kcal/mol
- 2S+1: 2


No. 2
Computed, not measured: C28H35CrN5P2Se as an isolated structure, with wB97M-V/def2-TZVPD.

```
72
Properties=species:S:1:pos:R:3:lowdin_charge:R:1
Cr 0.0656 1.7482 0.6976 0.529
C -1.7275 1.6137 -2.9483 -0.101
C -1.5253 0.3405 -2.5917 -0.109
C -0.5876 -0.5721 -3.3065 -0.180
C 0.8327 0.0173 -3.5747 -0.165
C 1.3395 0.8662 -2.4502 -0.107
C 0.9280 2.1034 -2.1469 -0.147
C 0.3081 3.0374 -3.1124 -0.166
C -0.8821 2.3913 -3.8881 -0.174
C 1.2021 2.6192 2.3207 -0.191
H -2.6453 2.1334 -2.6707 0.093
H -2.1978 -0.1375 -1.8744 0.066
H -1.0325 -0.8584 -4.2733 0.130
H -0.5075 -1.5188 -2.7497 0.084
H 1.5284 -0.8256 -3.7393 0.121
H 0.8615 0.5691 -4.5256 0.103
H 2.1776 0.4060 -1.9324 0.084
H 1.1405 2.6610 -1.2312 0.069
H 1.0908 3.4597 -3.7875 0.136
H -0.0718 3.9132 -2.5513 0.114
H -1.4521 3.2145 -4.3575 0.118
H -0.4479 1.7749 -4.6910 0.096
H 0.4096 3.0819 2.9308 0.002
H 1.9566 3.4061 2.1197 0.002
H 1.7246 1.9027 2.9839 0.004
P 1.5587 -0.5601 0.5765 1.120
P -1.7650 -1.4144 1.5320 1.044
N 3.0805 0.3588 0.0022 -0.221
N 2.5283 -1.6117 1.5091 -0.249
N -2.4417 0.1325 1.0603 -0.182
N -3.2161 -2.2718 1.7936 -0.272
C 0.4493 -1.6058 -0.4616 -0.339
C -1.0228 -2.0286 -0.0522 -0.315
C 2.9176 1.7424 -0.0598 -0.260
C 4.0594 2.3455 -0.5247 -0.074
C 4.9984 1.2879 -0.7836 -0.081
C 4.3860 0.0931 -0.4278 -0.128
C 3.3060 -1.1796 2.6115 -0.115
C 3.9727 -2.2641 3.1479 -0.080
C 3.6581 -3.4120 2.3268 -0.088
C 2.8166 -2.9760 1.3165 -0.132
C -1.9702 1.4560 1.4959 -0.247
C -2.6728 2.3879 0.6433 -0.064
C -3.4470 1.6488 -0.2639 -0.119
C -3.3510 0.2990 0.0350 -0.144
C -4.2706 -2.6566 0.9546 -0.145
C -5.2500 -3.2698 1.7354 -0.085
C -4.7815 -3.2655 3.0981 -0.094
C -3.5595 -2.6393 3.1203 -0.130
H 1.0464 -2.5116 -0.6802 0.065
H 0.3984 -1.0620 -1.4228 0.017
H -1.7673 -1.7989 -0.8582 0.060
H -0.9774 -3.1282 0.1004 0.090
H 2.0011 2.2166 0.3195 0.008
H 4.1912 3.4139 -0.6564 0.101
H 5.9928 1.4302 -1.1812 0.089
H 4.7770 -0.9089 -0.3883 0.102
H 3.2799 -0.1470 2.9375 0.110
H 4.6243 -2.2671 4.0222 0.099
H 4.0284 -4.4266 2.4746 0.095
H 2.3611 -3.5096 0.4932 0.089
H -1.9613 1.5946 2.5914 0.121
H -2.7321 3.4584 0.8612 0.113
H -4.0075 2.0194 -1.1108 0.098
H -3.9617 -0.5085 -0.3675 0.104
H -4.2270 -2.4947 -0.1084 0.089
H -6.1990 -3.6546 1.3980 0.088
H -5.3130 -3.6789 3.9513 0.096
H -2.8803 -2.4015 3.9238 0.055
Se -0.8512 -0.3187 4.9845 0.588
C -0.2941 0.1650 3.3946 -0.984
N -0.0001 0.5749 2.2863 -0.304
```

Summary:
- Net charge: 0
- Kohn-Sham gap (alpha / beta): 6.86 / 7.17 eV
- Strongest force on any atom: 6.45 eV Å⁻¹
- ΔE to the lowest compared entry with this formula, charge and spin: 93.2 kcal/mol
- 2S+1: 5


No. 3
Computed, not measured: C28H35F25NbO4 as an isolated structure, with wB97M-V/def2-TZVPD.

```
93
Properties=species:S:1:pos:R:3:lowdin_charge:R:1
C 2.6240 -0.3849 3.2840 0.034
C 2.9767 0.4066 2.4430 -0.314
C 3.4161 1.3240 1.4050 -0.350
Nb 2.2734 0.8864 -0.5365 1.687
C 0.9482 2.6022 0.0780 -0.317
C 0.3073 3.6228 0.2503 -0.081
C 0.8877 0.5109 -2.3040 -0.323
C -0.3453 -0.3416 -2.0321 -0.335
F -0.0440 -1.7193 -2.1147 -0.119
O 3.4829 -0.6520 -0.9271 -0.425
C 3.1087 -1.9648 -0.5210 -0.369
C 4.3846 -2.8032 -0.2481 -0.087
C 3.4753 2.2456 -1.9135 -0.450
C 2.6837 3.2517 -2.7824 -0.179
C 4.6130 2.9873 -1.1813 -0.323
C 4.1637 4.2501 -0.4287 -0.118
H 2.2823 -1.1917 3.8859 -0.005
H 3.3139 2.3502 1.7668 0.036
H 4.4809 1.1244 1.2473 0.041
H 1.0689 -0.1381 0.4054 -0.044
H -0.2323 4.4788 0.5859 -0.020
H 0.5641 1.4564 -2.7418 0.027
H 1.5046 -0.0390 -3.0262 0.049
H -1.1548 -0.1603 -2.7533 0.089
H -0.7380 -0.1768 -1.0298 0.066
H 2.5522 -2.4556 -1.3226 0.097
H 2.5090 -1.9539 0.3867 0.067
H 5.2078 -2.1142 -0.0644 0.064
H 4.2384 -3.4256 0.6360 0.060
H 4.6283 -3.4387 -1.0996 0.057
H 3.9463 1.5583 -2.6294 0.076
H 3.3817 3.9540 -3.2673 0.060
H 1.9887 3.8530 -2.1979 0.042
H 2.1548 2.7102 -3.5655 0.045
H 5.3214 3.3278 -1.9601 0.087
H 5.1926 2.3335 -0.5296 0.067
H 4.9957 4.6147 0.1798 0.052
H 3.2817 4.0748 0.1841 0.043
H 3.9519 5.0467 -1.1442 0.066
C -4.5608 -4.2870 0.1909 -0.045
C -4.4319 -3.2617 1.3272 -0.442
C -5.5723 -2.2569 1.4983 -0.307
F -5.7195 -1.4769 0.4073 0.095
F -5.3018 -1.4550 2.5537 0.101
F -3.2508 -2.6260 1.2549 0.154
F -4.4441 -3.9946 2.4837 0.096
O -3.8872 -4.0214 -1.0222 0.056
C -4.4659 -3.2883 -2.0258 -0.536
C -3.6891 -2.0008 -2.3173 -0.287
F -3.5892 -1.2477 -1.2089 0.107
F -4.3655 -1.2913 -3.2547 0.093
F -5.7708 -3.0427 -1.7825 0.139
F -4.4095 -4.0376 -3.1505 0.141
H -4.0659 -5.1786 0.5729 0.149
H -5.6047 -4.5559 0.0206 0.143
H -6.5104 -2.7832 1.6932 0.149
H -2.6882 -2.2348 -2.6879 0.166
C -10.3528 -2.8195 4.0323 -0.041
C -11.5715 -1.8874 4.0804 -0.444
C -12.9137 -2.4496 3.6065 -0.307
F -12.8651 -2.8134 2.3100 0.097
F -13.8576 -1.4893 3.7389 0.098
F -11.2998 -0.7305 3.4447 0.142
F -11.7631 -1.6011 5.4025 0.100
O -9.4831 -2.7081 2.9221 0.050
C -9.6885 -3.4103 1.7641 -0.541
C -9.9193 -2.4860 0.5625 -0.283
F -10.9699 -1.6752 0.7847 0.106
F -10.1864 -3.2491 -0.5205 0.103
F -10.6679 -4.3236 1.8888 0.152
F -8.5426 -4.0880 1.5074 0.128
H -9.7376 -2.5103 4.8758 0.151
H -10.6393 -3.8557 4.2159 0.147
H -13.2031 -3.3119 4.2135 0.172
H -9.0275 -1.8834 0.3747 0.176
C 9.7763 1.9279 -0.8803 -0.048
C 10.8418 2.4255 -1.8673 -0.442
C 11.9071 3.3883 -1.3387 -0.308
F 11.3641 4.5383 -0.8972 0.097
F 12.7614 3.6893 -2.3477 0.090
F 10.2612 2.9361 -2.9714 0.140
F 11.5438 1.3133 -2.2457 0.094
O 8.5245 2.5764 -0.8766 0.054
C 8.2834 3.6860 -0.1034 -0.538
C 7.9316 4.9109 -0.9533 -0.278
F 8.9150 5.1758 -1.8401 0.096
F 7.8010 5.9812 -0.1353 0.097
F 9.3085 3.9394 0.7396 0.141
F 7.2007 3.4208 0.6466 0.151
H 9.5449 0.9179 -1.2161 0.151
H 10.1858 1.8367 0.1268 0.147
H 12.4749 2.9219 -0.5290 0.171
H 6.9944 4.7363 -1.4847 0.157
```

Summary:
- Net charge: -1
- Kohn-Sham gap: 6.06 eV
- Strongest force on any atom: 3.37 eV Å⁻¹


- strongest force on any atom of number 1 (C28H34GeNO6P3Pd)?
  0.26 eV Å⁻¹